No. 1
Molecular formula: C18H27N2ReSbSe4Si2Te
Method: DFT, ωB97M-V with the def2-TZVPD basis set

```
56
Properties=species:S:1:pos:R:3:mulliken_charge:R:1
Re 0.841 1.040 -0.028 1.35
C -0.863 -0.584 -4.066 -1.02
Si 0.771 0.080 -3.465 -0.04
C 1.097 1.812 -4.018 -0.95
C 2.179 -1.072 -3.820 -1.00
N 0.583 0.062 -1.664 0.29
C 0.257 -1.025 -0.882 -1.02
C 1.166 -1.726 -0.159 -1.19
C 0.793 -2.737 0.853 0.09
C -0.236 -1.827 2.538 0.33
C -0.303 -0.364 2.316 -1.20
C -0.998 0.196 1.310 -0.67
N -0.866 1.456 0.791 0.29
Si -2.059 2.802 0.975 -0.26
C -3.595 1.933 1.575 -1.00
C -1.377 3.993 2.216 -0.92
C -2.350 3.548 -0.697 -0.84
H -0.840 -0.723 -5.147 0.40
H -1.683 0.101 -3.841 0.31
H -1.093 -1.561 -3.629 0.30
H 1.119 1.832 -5.109 0.40
H 2.068 2.167 -3.659 0.21
H 0.320 2.505 -3.692 0.32
H 2.350 -1.154 -4.894 0.40
H 1.993 -2.080 -3.442 0.34
H 3.098 -0.691 -3.367 0.32
H 2.213 -1.615 -0.428 0.83
H 1.104 -3.728 0.517 0.68
H -0.708 -2.120 3.476 0.69
H 0.230 0.302 2.992 0.63
H -3.442 1.415 2.524 0.31
H -3.973 1.214 0.843 0.28
H -4.388 2.664 1.734 0.42
H -1.154 3.494 3.161 0.33
H -2.101 4.784 2.418 0.37
H -0.459 4.466 1.862 0.34
H -2.816 2.825 -1.370 0.28
H -1.446 3.931 -1.172 0.29
H -3.041 4.387 -0.587 0.40
Se 4.888 2.541 -2.144 -0.46
Sb 3.905 3.121 -0.054 0.62
Se 3.000 0.947 1.012 -0.38
Se 1.317 3.091 -0.872 -0.24
Se 4.291 4.928 1.396 -0.46
Te -1.723 -1.363 -0.044 0.33
C -0.699 -2.648 1.293 1.08
C 1.190 -2.423 2.327 0.27
C 1.390 -3.678 3.124 -1.02
C 0.540 -4.707 3.159 -0.50
C -0.740 -4.841 2.451 -0.51
C -1.321 -3.968 1.625 -1.04
H 2.015 -1.721 2.451 0.46
H 2.297 -3.741 3.711 0.47
H 0.810 -5.552 3.779 0.44
H -1.271 -5.768 2.629 0.45
H -2.276 -4.225 1.186 0.39
```

Calculated values
LUMO energy: -4.83 eV
Multiplicity: 1
Net charge: +1
Frontier orbital gap: 5.2975 eV
E: -11582.649968 Eh

***

No. 2
Molecular formula: C18H27N3O2
Method: DFT, ωB97M-V with the def2-TZVPD basis set

```
50
Properties=species:S:1:pos:R:3:mulliken_charge:R:1
C -0.844 2.679 2.690 -0.92
C -2.371 2.669 2.476 -0.70
C -2.715 1.726 1.357 0.48
C -3.010 0.332 1.541 0.32
C -3.354 -0.157 0.311 0.18
C -3.714 -1.545 -0.100 -1.26
N -3.094 -2.500 0.850 -0.17
C -1.748 -2.743 0.872 0.50
O -1.299 -3.307 1.824 -0.68
N -0.962 -2.374 -0.201 0.10
C 0.500 -2.510 -0.261 -2.33
C 1.211 -1.209 -0.640 2.14
C 0.747 -0.044 0.297 -0.58
C 1.482 1.245 -0.085 0.91
C 3.002 0.985 0.043 -1.53
C 3.466 -0.117 -0.883 0.55
C 3.118 0.217 -2.319 -1.56
C 1.641 0.517 -2.492 0.57
C 1.228 1.648 -1.532 -1.70
C 0.878 -0.786 -2.118 -1.22
C 2.760 -1.422 -0.520 -1.75
O -3.293 0.860 -0.625 -0.23
N -2.895 2.030 0.084 -0.64
H -0.472 1.667 2.918 0.26
H -0.616 3.337 3.507 0.46
H -0.351 3.057 1.789 0.17
H -2.747 3.651 2.195 0.36
H -2.899 2.297 3.358 0.30
H -2.934 -0.196 2.485 0.40
H -4.777 -1.675 -0.170 0.43
H -3.366 -1.735 -1.131 0.42
H -3.551 -2.690 1.748 0.31
H -1.372 -1.718 -0.806 0.20
H 0.744 -3.211 -1.065 0.42
H 0.885 -2.903 0.656 0.59
H 0.942 -0.342 1.313 0.65
H -0.317 0.147 0.245 -0.54
H 1.217 2.099 0.584 -0.13
H 3.541 1.897 -0.199 0.54
H 3.232 0.771 1.091 0.47
H 4.528 -0.241 -0.758 0.26
H 3.430 -0.570 -2.996 0.52
H 3.675 1.095 -2.647 0.50
H 1.435 0.811 -3.555 0.24
H 1.783 2.554 -1.738 0.58
H 0.205 1.869 -1.729 0.48
H 1.150 -1.603 -2.797 0.44
H -0.218 -0.583 -2.175 0.35
H 3.135 -2.226 -1.197 0.38
H 2.982 -1.753 0.508 0.48
```

Calculated values
LUMO energy: 0.74 eV
Energy above the lowest of the compared OMol25 structures with the same formula, charge and spin: 49.5 kcal/mol
Multiplicity: 1
Frontier orbital gap: 10.0874 eV
SMILES: CCc1cc(CNC(=O)NC[C@]23C[C@H]4C[C@H](C[C@H](C4)C2)C3)on1
E: -1016.847734 Eh

***

No. 3
Molecular formula: C18H27N3O5
Method: DFT, ωB97M-V with the def2-TZVPD basis set

```
53
Properties=species:S:1:pos:R:3:mulliken_charge:R:1
C -2.619 3.051 1.099 0.19
C -2.382 1.993 0.609 -0.62
C -2.134 0.708 -0.031 -0.53
C -0.731 0.624 -0.644 -0.19
C 0.327 0.339 0.412 -0.54
O 1.593 0.779 -0.101 -0.31
C 2.433 1.262 0.829 0.64
O 2.485 0.861 1.965 -0.49
O 3.212 2.203 0.288 -0.33
C 3.595 3.253 1.191 -0.70
C 4.780 2.924 2.089 -0.22
C 4.841 3.948 3.241 -0.74
C 3.794 3.608 4.264 0.65
O 2.730 4.180 4.298 -0.59
O 4.155 2.636 5.121 -0.36
C 3.125 1.715 5.525 -0.33
C 3.482 0.301 5.074 -0.85
H -2.887 4.012 1.474 0.45
H -2.849 0.580 -0.840 0.13
H -2.281 -0.099 0.690 0.36
H -0.701 -0.125 -1.434 0.04
H -0.487 1.590 -1.083 0.29
H 0.356 -0.725 0.643 0.22
H 0.062 0.889 1.313 0.38
H 2.745 3.600 1.777 0.40
H 3.887 4.083 0.552 0.38
H 4.716 1.931 2.521 0.10
H 5.697 3.000 1.508 0.36
H 4.617 4.945 2.872 0.33
H 5.842 3.919 3.665 0.38
H 3.045 1.750 6.608 0.38
H 2.160 1.994 5.113 0.30
H 4.120 0.360 4.197 0.23
H 4.002 -0.250 5.854 0.33
H 2.593 -0.240 4.763 0.25
C -1.831 -0.976 -4.398 -0.94
C -2.722 -0.037 -3.730 0.52
N -3.429 0.693 -3.202 -0.48
H -2.401 -1.600 -5.079 0.31
H -1.066 -0.435 -4.953 0.35
H -1.350 -1.612 -3.659 0.26
C -4.195 -3.785 -1.606 -0.79
C -3.921 -3.601 -3.024 0.37
N -3.710 -3.442 -4.138 -0.39
H -3.313 -4.182 -1.108 0.28
H -4.460 -2.829 -1.158 0.25
H -5.022 -4.481 -1.478 0.31
C -4.971 -6.062 -6.305 -0.61
C -5.007 -7.519 -6.336 0.27
N -5.036 -8.663 -6.359 -0.35
H -4.803 -5.675 -7.308 0.27
H -5.917 -5.676 -5.930 0.25
H -4.169 -5.722 -5.655 0.15
```

Calculated values
LUMO energy: 0.16 eV
Energy above the lowest of the compared OMol25 structures with the same formula, charge and spin: 133.4 kcal/mol
Multiplicity: 1
Frontier orbital gap: 10.2259 eV
SMILES: C#CCCCOC(=O)OCCCC(=O)OCC.CC#N.CC#N.CC#N
E: -1242.463656 Eh

***

No. 4
Molecular formula: C18H28BBrClFN4OP
Method: DFT, ωB97M-V with the def2-TZVPD basis set

```
56
Properties=species:S:1:pos:R:3:mulliken_charge:R:1
C 1.059 -1.210 -0.995 -0.59
C 2.124 0.075 -0.883 -0.32
P 1.509 1.376 -2.138 -0.17
C 2.739 2.816 -2.383 -0.43
C 3.658 2.412 -3.721 -0.96
C -0.248 1.966 -1.680 -0.16
N -0.789 2.800 -0.539 0.48
C 0.034 3.401 0.581 -0.80
C 0.008 2.402 1.921 0.09
F -1.330 1.796 2.131 -0.31
C -2.292 2.895 -0.685 -0.25
Br -3.687 3.790 0.437 -0.02
C -2.635 2.026 -2.032 0.35
B -4.180 1.769 -2.621 0.37
C -5.021 0.547 -1.843 -0.81
O -4.711 2.549 -3.757 -0.53
N -1.343 1.486 -2.607 0.10
Cl -1.091 0.503 -4.005 0.09
H 0.416 -1.330 -0.015 0.18
H 0.278 -0.960 -1.859 0.20
H 1.610 -2.186 -1.333 0.24
H 2.058 0.416 0.252 0.02
H 3.222 -0.266 -1.126 0.43
H 3.513 2.950 -1.492 0.32
H 2.215 3.869 -2.569 0.35
H 4.296 1.427 -3.501 0.28
H 4.349 3.291 -4.070 0.33
H 2.865 2.076 -4.543 0.30
H -0.550 4.384 0.926 0.36
H 1.125 3.664 0.243 0.28
H 0.775 1.533 1.706 0.02
H 0.288 2.965 2.913 0.35
H -4.392 0.116 -0.927 0.21
H -5.234 -0.376 -2.540 0.30
H -6.009 0.986 -1.352 0.27
H -5.442 1.985 -4.189 0.35
N -2.314 -0.533 3.556 0.12
C -1.466 -1.476 4.076 -0.43
C -2.192 -2.625 4.300 -0.50
C -3.524 -2.367 3.897 -0.44
C -3.570 -1.069 3.439 -0.47
H -2.054 0.410 3.299 0.21
H -0.421 -1.250 4.242 0.39
H -1.804 -3.549 4.709 0.39
H -4.359 -3.054 3.936 0.39
H -4.388 -0.482 3.042 0.38
N 2.623 -3.937 1.301 0.04
C 3.676 -3.060 1.272 -0.49
C 4.788 -3.745 0.836 -0.44
C 4.391 -5.080 0.589 -0.38
C 3.049 -5.170 0.881 -0.53
H 1.679 -3.709 1.586 0.21
H 3.544 -2.027 1.564 0.42
H 5.779 -3.327 0.710 0.40
H 5.017 -5.889 0.235 0.39
H 2.362 -6.004 0.827 0.39
```

Calculated values
LUMO energy: -4.11 eV
Energy above the lowest of the compared OMol25 structures with the same formula, charge and spin: 189.4 kcal/mol
Multiplicity: 1
Net charge: +1
Frontier orbital gap: 5.9911 eV
E: -4496.684326 Eh

***

No. 5
Molecular formula: C18H28BiClIN3OP2
Method: DFT, ωB97M-V with the def2-TZVPD basis set

```
55
Properties=species:S:1:pos:R:3:mulliken_charge:R:1
C 0.046 1.449 -6.130 -1.10
C 0.056 1.325 -4.647 0.56
H 0.099 2.587 -6.316 0.35
H -0.859 1.019 -6.529 0.35
H 0.881 0.929 -6.554 0.34
O 0.076 2.015 -3.718 -0.32
I -0.349 -2.271 -4.889 -0.17
Bi -0.064 -0.593 -2.912 1.30
P 2.700 -0.231 -1.884 0.66
C 3.170 1.074 -0.684 -1.02
C 3.538 -1.726 -1.243 -1.17
H 4.587 -1.746 -1.568 0.45
H 4.731 -0.087 -3.222 0.44
H 3.005 -2.619 -1.636 0.32
H 3.266 -0.416 -4.246 0.34
H 2.586 0.923 0.238 0.19
H 3.480 -1.747 -0.146 0.38
C 3.673 0.174 -3.395 -1.12
H 4.243 1.037 -0.445 0.41
H 3.569 1.265 -3.619 0.33
H 2.923 2.063 -1.106 0.38
P -2.726 -0.242 -1.668 0.55
C -3.197 1.137 -0.549 -0.93
C -3.842 -0.021 -3.127 -1.11
H -3.019 -2.633 -1.332 0.34
H -4.521 -1.723 -0.848 0.45
H -3.060 -1.737 0.221 0.32
C -3.418 -1.728 -0.819 -1.09
H -3.564 -0.763 -3.908 0.33
H -4.890 -0.177 -2.806 0.43
H -4.271 1.145 -0.339 0.41
H -2.903 2.086 -1.012 0.37
H -3.709 0.999 -3.538 0.35
H -2.644 1.025 0.405 0.15
Cl -0.102 -2.997 -1.655 -0.51
N -0.629 1.877 9.190 -0.45
C -0.483 1.519 8.079 -0.04
C -0.316 1.061 6.723 0.32
C -0.774 1.804 5.646 -1.01
C -0.629 1.332 4.310 -0.65
C 0.002 0.070 4.147 2.05
C 0.470 -0.672 5.217 -0.52
C 0.301 -0.168 6.517 -0.96
N 0.169 -0.414 2.822 0.29
C 0.763 -1.691 2.498 -0.78
C 0.696 -1.703 1.156 -0.70
N 0.133 -0.569 0.603 0.33
C -0.150 0.194 1.660 -0.63
H -1.260 2.765 5.814 0.43
H -0.978 1.904 3.499 0.34
H 0.977 -1.632 5.049 0.27
H 0.663 -0.766 7.356 0.43
H 1.118 -2.366 3.196 0.46
H 1.017 -2.541 0.490 0.39
H -0.579 1.200 1.650 0.46
```

Calculated values
LUMO energy (alpha / beta): -9.85 / -8.25 eV
Energy above the lowest of the compared OMol25 structures with the same formula, charge and spin: 83.1 kcal/mol
Multiplicity: 1
Net charge: +2
Frontier orbital gap (alpha / beta): 3.4835 / 5.0884 eV
E: -2596.766166 Eh

***

No. 6
Molecular formula: C18H28Cl2N2O5Pt
Method: DFT, ωB97M-V with the def2-TZVPD basis set

```
56
Properties=species:S:1:pos:R:3:lowdin_spin:R:1
C 0.485 -1.628 -3.002 0.10
C 1.343 -0.536 -3.383 0.21
C 0.544 0.652 -3.475 0.17
C 2.788 -0.620 -3.708 0.03
C -0.817 0.290 -3.225 0.07
C -0.855 -1.113 -2.928 0.30
C -2.075 -1.894 -2.672 0.06
C 0.844 -3.081 -2.922 0.00
C 1.026 2.003 -3.853 0.03
C -2.016 1.133 -3.434 0.00
Pt 1.498 -0.749 -0.273 1.66
Cl 2.515 1.025 -0.811 0.45
Cl 3.136 -2.140 -0.553 0.28
O -0.574 -0.232 -0.213 0.30
H 3.153 -1.623 -3.455 0.00
H 3.402 0.113 -3.150 0.01
H 2.951 -0.454 -4.793 0.01
H 1.881 2.277 -3.218 0.01
H 0.231 2.753 -3.725 0.00
H 1.359 2.020 -4.906 0.01
H -1.790 2.187 -3.221 0.00
H -2.845 0.793 -2.798 0.00
H -2.360 1.070 -4.485 0.00
H -2.938 -1.218 -2.517 0.00
H -1.997 -2.605 -1.759 0.01
H -2.302 -2.468 -3.601 0.03
H 1.872 -3.184 -2.524 0.00
H 0.775 -3.647 -3.900 0.00
H 0.195 -3.574 -2.160 0.00
H -0.455 0.732 -0.060 0.01
O -2.612 -3.532 -0.189 0.04
H -1.796 -2.918 0.249 0.00
C -2.342 0.542 3.074 0.00
C -1.198 0.288 4.036 0.00
C 0.218 0.871 3.684 0.01
C 0.220 2.361 4.213 0.00
C -0.733 3.348 3.536 0.00
C 1.194 0.014 4.516 0.00
O 1.688 0.338 5.616 0.00
N 1.476 -1.222 3.944 0.00
C 1.294 -1.538 2.586 0.02
O 1.192 -2.691 2.149 0.02
N 1.232 -0.440 1.755 0.15
C 0.749 0.759 2.206 0.01
O 0.752 1.763 1.469 0.00
H -2.531 1.616 2.956 0.00
H -3.244 0.096 3.515 0.00
H -2.163 0.080 2.092 0.00
H -1.435 0.784 4.998 0.00
H -1.140 -0.795 4.254 0.00
H -0.027 2.321 5.300 0.00
H 1.247 2.747 4.092 0.00
H -1.758 3.312 3.934 0.00
H -0.346 4.351 3.762 0.00
H -0.744 3.234 2.439 0.00
H 1.831 -1.967 4.539 0.00
```

Calculated values
<S²>: 6.018
LUMO energy (alpha / beta): 4.67 / 3.59 eV
Energy above the lowest of the compared OMol25 structures with the same formula, charge and spin: 0.0 kcal/mol
Multiplicity: 5
Net charge: -2
Frontier orbital gap (alpha / beta): 5.0902 / 3.8224 eV
E: -2227.978976 Eh